one | The following is a quantum chemistry calculation of one molecule with the formula C3H4N2, from OMol25.

Positions of all 9 atoms, in Å:
1 C 1.11461 1.26090 -0.10286
2 C 0.06594 -0.95768 0.44561
3 C -0.82209 -0.15215 -0.39791
4 N 1.24091 2.36591 0.10433
5 N 0.60516 -0.17244 -0.58426
6 H 0.18008 -0.56767 1.39986
7 H 0.15754 -2.05515 0.32448
8 H -1.38523 -0.56843 -1.16153
9 H -1.15693 0.84670 -0.02773

Computed properties:
**Gap between HOMO and LUMO**: 11.53 eV
**2S+1**: 1
**E_LUMO**: 0.030 Ha
**Structure (SMILES)**: N#CN1CC1

***

two | The following is a quantum chemistry calculation of one molecule with the formula C3H4N2, from OMol25.

Positions of all 9 atoms, in Å:
1 N -0.92306 -0.77938 0.16166
2 C -0.82715 0.95944 -0.08523
3 C 0.48056 0.92189 0.01124
4 C 1.20586 -0.73908 0.04739
5 N 0.17090 -1.49197 0.07137
6 H -1.86818 -0.99146 0.05259
7 H -1.66345 1.70319 -0.20576
8 H 1.24133 1.63187 0.12197
9 H 2.18320 -1.21450 -0.17524

Computed properties:
**Gap between HOMO and LUMO**: 9.85 eV
**2S+1**: 1
**E_LUMO**: 0.042 Ha
**Structure (SMILES)**: c1cn[nH]c1

***

Last place for stability: two

***

one | The following is a quantum chemistry calculation of one molecule with the formula C5H11NO2, from OMol25.

Positions of all 19 atoms, in Å:
1 C -0.51501 1.55846 0.70190
2 N -0.51267 0.43658 1.62467
3 C -1.58148 -0.37504 1.78324
4 O -1.63963 -1.29582 2.57108
5 C 0.46911 1.41742 -0.45955
6 C 0.34187 0.11740 -1.25437
7 C 1.63435 -0.35677 -1.85342
8 O 1.49664 -1.64325 -2.49219
9 H -1.52023 1.71845 0.32607
10 H -0.20577 2.45071 1.25209
11 H 0.26529 0.32927 2.25620
12 H -2.40102 -0.13046 1.08997
13 H 1.50698 1.51160 -0.14318
14 H 0.23814 2.24286 -1.11547
15 H -0.40688 0.20292 -2.04499
16 H -0.02226 -0.71189 -0.63743
17 H 2.02222 0.35021 -2.59976
18 H 2.41569 -0.50963 -1.12222
19 H 0.74634 -1.55472 -3.09684

Computed properties:
**Gap between HOMO and LUMO**: 10.66 eV
**2S+1**: 1
**E_LUMO**: 0.030 Ha
**Structure (SMILES)**: O=CNCCCCO

***

two | The following is a quantum chemistry calculation of one molecule with the formula C5H11NO2, from OMol25.

Positions of all 19 atoms, in Å:
1 C 0.54840 1.60998 -0.68011
2 C 0.25638 -0.70857 -0.56913
3 C -0.22101 1.28707 0.61597
4 C -1.95012 -0.50356 0.58168
5 C 1.07336 -1.87528 -0.03260
6 N -0.56855 -0.11662 0.48055
7 O 1.13430 0.30372 -1.02523
8 O 1.66328 2.38776 -0.54963
9 H 2.31255 1.62906 -0.30155
10 H -0.08566 1.99144 -1.49225
11 H -0.39114 -1.04887 -1.39651
12 H 0.44863 1.42688 1.47606
13 H -1.10600 1.91559 0.74113
14 H -2.60675 0.11625 -0.03820
15 H -2.25450 -0.40063 1.62174
16 H -2.07006 -1.54447 0.29557
17 H 0.41892 -2.70825 0.21821
18 H 1.77658 -2.20168 -0.79651
19 H 1.62137 -1.55982 0.85082

Computed properties:
**Gap between HOMO and LUMO**: 9.40 eV
**2S+1**: 1
**E_LUMO**: 0.036 Ha
**Structure (SMILES)**: C[C@@H]1O[C@H](O)CN1C

***

three | The following is a quantum chemistry calculation of one molecule with the formula C5H11NO2, from OMol25.

Positions of all 19 atoms, in Å:
1 C -0.51488 -0.62780 0.85157
2 N -1.69652 -1.30570 0.37660
3 C -2.01260 -1.65491 -0.91382
4 O -1.35499 -1.04751 -1.92406
5 O -2.87017 -2.46844 -1.15417
6 C -0.27074 0.83252 0.38228
7 C 1.19438 1.22240 0.63211
8 C 2.10058 1.02395 -0.60042
9 H 0.41996 -1.20310 0.78043
10 H -0.64178 -0.49965 1.92773
11 H -2.26520 -1.81219 1.03096
12 H -0.57798 -0.58872 -1.58921
13 H -0.59601 1.02129 -0.63839
14 H -0.87769 1.46308 1.02828
15 H 1.56132 0.52307 1.37576
16 H 1.30938 2.18821 1.06809
17 H 3.01498 1.60122 -0.43156
18 H 1.68669 1.34538 -1.55368
19 H 2.39127 -0.01311 -0.64849

Computed properties:
**Gap between HOMO and LUMO**: 10.52 eV
**2S+1**: 1
**E_LUMO**: 0.024 Ha
**Structure (SMILES)**: CCCCNC(=O)O

***

four | The following is a quantum chemistry calculation of one molecule with the formula C5H11NO2, from OMol25.

Positions of all 19 atoms, in Å:
1 C -2.45905 0.83786 0.22832
2 C -1.22766 0.05333 -0.13273
3 N 0.01918 0.64665 -0.04788
4 C 0.22364 1.32281 1.22600
5 C 1.24305 -0.08185 -0.46052
6 C 1.14871 -1.58777 -0.75775
7 O 2.48653 -2.05276 -0.89933
8 O -1.36300 -1.11322 -0.43407
9 H -3.07725 0.71326 -0.63602
10 H -2.35160 1.89190 0.46045
11 H -2.97699 0.31325 1.02932
12 H 1.07889 1.96563 1.36251
13 H -0.64292 1.93568 1.46336
14 H 0.27229 0.60608 2.06223
15 H 1.56049 0.39913 -1.37728
16 H 2.00652 0.02950 0.30239
17 H 0.74711 -2.13041 0.07485
18 H 0.55150 -1.74155 -1.65362
19 H 2.76056 -2.00751 -1.81022

Computed properties:
**Gap between HOMO and LUMO**: 10.04 eV
**2S+1**: 1
**E_LUMO**: 0.032 Ha
**Structure (SMILES)**: CC(=O)N(C)CCO

***

Last place for stability: two

***

one | The following is a quantum chemistry calculation of one molecule with the formula C5H11NO2, from OMol25.

Positions of all 19 atoms, in Å:
1 C -0.42496 1.23564 -0.79095
2 N -1.61052 0.73552 -0.12135
3 C -2.86860 0.53264 -0.59613
4 O -3.80118 0.14605 0.06237
5 C 0.86640 0.43386 -0.44577
6 C 0.76586 -0.64657 0.64111
7 C 2.16359 -1.06623 1.04335
8 O -0.00759 -1.74871 0.19023
9 H -0.63039 1.32652 -1.85437
10 H -0.25703 2.27476 -0.47920
11 H -1.55881 0.61750 0.86741
12 H -3.02304 0.68461 -1.68110
13 H 1.58440 1.16265 -0.07630
14 H 1.16164 -0.10402 -1.34216
15 H 0.29216 -0.29230 1.56294
16 H 2.59236 -1.98512 0.64090
17 H 2.21572 -1.45292 2.07650
18 H 2.89192 -0.25772 1.00305
19 H -0.35193 -1.59615 -0.70050

Computed properties:
**Gap between HOMO and LUMO**: 10.45 eV
**2S+1**: 1
**E_LUMO**: 0.029 Ha
**Structure (SMILES)**: C[C@H](O)CCNC=O

***

two | The following is a quantum chemistry calculation of C5H11NO2 as an isolated structure, from OMol25.

Positions of all 19 atoms, in Å:
1 C 2.07511 0.05617 -0.51081
2 C 1.58048 1.41709 -0.11630
3 O 1.21104 -1.22914 0.20740
4 H 1.09655 -1.02422 1.15375
5 H 2.08664 -0.12993 -1.57788
6 H 3.02217 -0.19870 -0.03424
7 H 1.26398 1.43806 0.92570
8 H 2.39285 2.13883 -0.24522
9 H 0.74133 1.71718 -0.73909
10 C -2.55458 0.24470 0.63089
11 C -1.23436 -0.40721 0.89513
12 C -0.60142 -1.12230 -0.28838
13 N -0.64506 -0.47040 -1.44008
14 O -0.65272 -0.34341 1.95906
15 H -0.42340 -1.07858 -2.22621
16 H -0.74165 -2.20836 -0.22202
17 H -2.43457 0.92681 -0.21222
18 H -3.28151 -0.51350 0.33258
19 H -2.90088 0.78690 1.50794

Computed properties:
**Gap between HOMO and LUMO**: 9.78 eV
**2S+1**: 1
**E_LUMO**: 0.035 Ha

***

three | The following is a quantum chemistry calculation of a 2-piece molecular cluster, C5H11NO2 overall, from OMol25.

Positions of all 19 atoms, in Å:
1 C 0.38803 0.98972 -0.36459
2 C 0.31900 -0.32666 0.37493
3 C 1.61031 -0.46366 1.19212
4 C 0.13023 -1.44689 -0.64360
5 N 1.57593 1.03619 -1.21060
6 C -2.91447 0.58948 0.00358
7 O -2.19316 1.26865 0.78685
8 O -2.75755 -0.62554 -0.35470
9 H -0.50878 1.06426 -1.08548
10 H 0.32395 1.79702 0.32189
11 H -0.57214 -0.32360 1.07480
12 H 1.75535 0.33478 1.91905
13 H 2.42152 -0.36152 0.42274
14 H 1.71431 -1.41485 1.69559
15 H 0.90148 -1.29658 -1.42691
16 H -0.84495 -1.32956 -1.08252
17 H 0.28597 -2.45121 -0.23077
18 H 2.18333 1.84261 -0.98030
19 H -3.81836 1.11737 -0.41209

Computed properties:
**Gap between HOMO and LUMO**: 3.86 eV
**2S+1**: 1
**E_LUMO**: -0.179 Ha

***

four | The following is a quantum chemistry calculation of a 2-piece molecular cluster, C5H11NO2 overall, from OMol25.

Positions of all 19 atoms, in Å:
1 O 2.30873 1.56320 -1.31335
2 C 1.71193 0.52782 -1.04999
3 C 1.36756 -0.17677 0.28914
4 C 0.66738 -1.44092 0.05522
5 C -0.59445 -1.38123 -0.70903
6 C -1.96834 0.19049 0.26915
7 N -1.59066 -1.02251 0.38776
8 H 1.39168 -0.16813 -1.80057
9 H 0.73212 0.62208 0.83476
10 H 2.06396 -0.27840 1.11802
11 H 0.47087 -1.94437 0.99281
12 H 1.30459 -2.04772 -0.63914
13 H -0.61498 -0.56278 -1.65798
14 H -0.97596 -2.33576 -1.11571
15 H -1.57015 0.98793 -0.34547
16 H -2.75668 0.58846 0.93133
17 H -1.17116 1.71814 1.50591
18 H -0.01380 2.65948 0.80773
19 O -0.76263 2.50100 1.43942

Computed properties:
**Gap between HOMO and LUMO**: 10.75 eV
**2S+1**: 1
**E_LUMO**: 0.024 Ha
**Structure (SMILES)**: C=NCCCC=O.O

***

Last place for stability: three

***

one | The following is a quantum chemistry calculation of one molecule with the formula C5H11NO2, from OMol25.

Positions of all 19 atoms, in Å:
1 C -1.57162 0.25718 -0.43458
2 C -1.62321 0.58009 1.07698
3 O -0.59352 1.48576 1.47718
4 C -0.16933 0.43584 -0.98289
5 N 0.80259 -0.39510 -0.52108
6 C 2.18510 0.04973 -0.64597
7 C 0.56215 -1.63445 0.17733
8 O 0.10367 1.36172 -1.72442
9 H -2.18710 0.94598 -1.01309
10 H -1.88511 -0.77007 -0.62191
11 H -2.58498 1.02584 1.31052
12 H -1.42908 -0.31940 1.65135
13 H -0.77927 2.38703 1.20288
14 H 2.61105 -0.29407 -1.58090
15 H 2.19954 1.14119 -0.59037
16 H 2.74658 -0.30607 0.20640
17 H -0.38148 -1.61716 0.72556
18 H 1.41330 -1.85404 0.81069
19 H 0.58072 -2.48001 -0.52366

Computed properties:
**Gap between HOMO and LUMO**: 9.87 eV
**2S+1**: 1
**E_LUMO**: 0.031 Ha
**Structure (SMILES)**: CN(C)C(=O)CCO

***

two | The following is a quantum chemistry calculation of one molecule with the formula C5H11NO2, from OMol25.

Positions of all 19 atoms, in Å:
1 C -0.87958 -0.31205 -1.47673
2 C -1.91610 0.42085 0.70538
3 C -0.63967 0.18184 -0.06782
4 N 1.05702 -1.69011 0.13468
5 C 0.48125 -0.50732 0.70516
6 H 1.80996 -2.02501 0.72555
7 H 1.46554 -1.47053 -0.76808
8 H 0.21884 -0.69536 1.74738
9 H 0.03561 -0.20960 -2.05576
10 H -1.17595 -1.35880 -1.44520
11 H -2.55641 1.11504 0.16628
12 H -1.66149 0.27295 -1.95484
13 H -1.69788 0.83086 1.68901
14 H -2.44247 -0.52496 0.82511
15 C 1.24930 0.87608 0.56134
16 O 2.43645 0.73345 -0.14899
17 O 0.22502 1.49298 -0.14623
18 H 2.54701 1.49937 -0.72416
19 H 1.44354 1.37030 1.52792

Computed properties:
**Gap between HOMO and LUMO**: 9.90 eV
**2S+1**: 1
**E_LUMO**: 0.032 Ha
**Structure (SMILES)**: CC1(C)O[C@H](O)[C@@H]1N

***

Last place for stability: two

***

one | The following is a quantum chemistry calculation of one molecule with the formula C5H11NO2, from OMol25.

Positions of all 19 atoms, in Å:
1 C 0.96632 0.50785 0.17927
2 C -0.52741 1.13590 0.66654
3 C -1.48525 -1.35074 -1.57848
4 C 2.01649 1.59034 0.36476
5 C -1.29209 -0.90130 -0.17001
6 O -1.53909 0.44452 -0.02797
7 O 1.34606 -0.56480 1.03436
8 N -1.11679 -1.65280 0.86547
9 H 0.53032 -1.02941 1.32365
10 H 1.02258 0.15655 -0.85769
11 H -1.06150 -2.63474 0.57225
12 H -0.53641 0.92038 1.73723
13 H -0.63662 2.19651 0.42416
14 H -1.56541 -0.49447 -2.25294
15 H -0.61063 -1.93586 -1.87602
16 H -2.38582 -1.96147 -1.65698
17 H 1.81152 2.45660 -0.26941
18 H 2.05301 1.91204 1.41006
19 H 3.01072 1.20490 0.11176

Computed properties:
**Gap between HOMO and LUMO**: 10.64 eV
**2S+1**: 1
**E_LUMO**: 0.032 Ha
**Structure (SMILES)**: [H]/N=C(\C)OC[C@@H](C)O

***

two | The following is a quantum chemistry calculation of one molecule with the formula C5H11NO2, from OMol25.

Positions of all 19 atoms, in Å:
1 C 0.31469 0.34166 0.82541
2 C -0.91609 0.82343 0.02320
3 C -2.20829 0.11791 0.41019
4 O -2.66819 0.52978 1.68882
5 C 0.72804 -1.03469 0.35539
6 N 1.60321 -1.15192 -0.68380
7 C 2.12492 -0.05540 -1.49951
8 O 0.25668 -2.00294 0.91016
9 H 0.16105 0.43838 1.89519
10 H 1.12870 1.05893 0.66702
11 H -0.68821 0.85897 -1.03899
12 H -1.07615 1.87209 0.30281
13 H -2.12935 -0.96823 0.36935
14 H -2.96128 0.43706 -0.31354
15 H -2.08466 0.12594 2.32978
16 H 1.79109 -2.08562 -1.03698
17 H 3.15632 0.15926 -1.25440
18 H 2.02673 -0.23821 -2.57171
19 H 1.44079 0.77359 -1.37838

Computed properties:
**Gap between HOMO and LUMO**: 10.43 eV
**2S+1**: 1
**E_LUMO**: 0.029 Ha
**Structure (SMILES)**: CNC(=O)CCCO

***

Last place for stability: one

***

one | The following is a quantum chemistry calculation of a 2-piece molecular cluster, C5H11NO2 overall, from OMol25.

Positions of all 19 atoms, in Å:
1 C -1.38006 1.19627 -1.59843
2 C -1.98086 0.50674 -0.37296
3 C -0.81352 0.43870 1.63300
4 N -0.95976 -0.08081 0.45369
5 H -2.18286 1.63915 -2.12992
6 H -0.69308 1.95851 -1.25736
7 H -0.83363 0.49420 -2.21394
8 H -2.63230 -0.28347 -0.71861
9 H -2.59204 1.29349 0.16421
10 H -1.45279 1.29369 2.01126
11 H -0.05586 0.06470 2.34553
12 O 1.89033 -0.97844 1.93010
13 C 1.77964 -1.27696 0.73836
14 O 1.21253 -2.42432 0.28776
15 C 2.32176 -0.40893 -0.42428
16 H 1.04909 -2.95516 1.11697
17 H 1.92288 -0.71251 -1.41243
18 H 3.41174 -0.37155 -0.30755
19 H 1.98879 0.60670 -0.24541

Computed properties:
**Gap between HOMO and LUMO**: 10.77 eV
**2S+1**: 1
**E_LUMO**: 0.034 Ha
**Structure (SMILES)**: CC(=O)O.C=NCC

***

two | The following is a quantum chemistry calculation of one molecule with the formula C5H11NO2, from OMol25.

Positions of all 19 atoms, in Å:
1 C 0.79084 -1.74291 0.83819
2 N -0.17355 -0.90983 0.33109
3 C -1.27409 -1.60703 -0.32378
4 C 1.60156 0.75257 -0.14313
5 C 0.13239 0.39927 -0.27670
6 C -0.75625 1.44921 0.39100
7 O -0.57010 2.74688 -0.21992
8 O 0.73366 -2.95213 0.80598
9 H 1.62757 -1.27832 1.36797
10 H -2.15791 -0.96681 -0.38706
11 H -1.57430 -2.50613 0.19431
12 H -1.01602 -1.83496 -1.36475
13 H 1.79248 1.69947 -0.62628
14 H 2.19722 0.05016 -0.73910
15 H 1.96939 0.85167 0.87170
16 H -0.16148 0.38443 -1.32692
17 H -1.79962 1.14405 0.31775
18 H -0.49198 1.62898 1.42910
19 H -0.86981 2.69144 -1.13946

Computed properties:
**Gap between HOMO and LUMO**: 10.16 eV
**2S+1**: 1
**E_LUMO**: 0.024 Ha
**Structure (SMILES)**: C[C@H](CO)N(C)C=O

***

three | The following is a quantum chemistry calculation of a 3-piece molecular cluster, C5H11NO2 overall, from OMol25.

Positions of all 19 atoms, in Å:
1 O -2.86713 -0.57710 -0.94698
2 C -2.84114 -0.20566 0.21897
3 C -1.74798 0.52545 0.77075
4 C -0.72444 1.01083 -0.15407
5 C 0.57550 0.76210 0.35086
6 C 0.95650 -0.52301 0.82663
7 N 2.17476 -0.89617 0.77626
8 H -3.67030 -0.41378 0.91360
9 H -1.43134 -2.95491 -0.99110
10 H -1.90139 1.03778 1.71287
11 H -0.85569 2.05710 -0.43975
12 H -0.93385 0.48198 -1.12153
13 H 1.40139 1.36446 -0.02475
14 H 0.17687 -1.15645 1.26632
15 H 3.21454 -0.06986 -0.51480
16 H 2.20646 -1.91546 0.80176
17 H -1.03255 -2.34855 -1.14390
18 H 3.95590 1.28690 -0.76030
19 O 3.50942 0.56425 -1.19970

Computed properties:
**Gap between HOMO and LUMO**: 5.45 eV
**2S+1**: 1
**E_LUMO**: -0.096 Ha

***

Last place for stability: three